C32H58Br12N2O3 | ωB97M-V/def2-TZVPD

Element x y z (Å)
C (-0.895, 5.945, 1.998)
O (-2.055, 5.199, 2.509)
C (-3.015, 4.856, 1.447)
C (-2.934, 3.300, 0.920)
C (-1.424, 2.773, 0.562)
C (-1.552, 1.121, 0.346)
C (-1.451, 0.707, -1.260)
C (-1.879, -0.904, -1.327)
C (-0.638, -1.856, -1.914)
C (0.525, -1.890, -0.761)
C (1.865, -2.753, -1.138)
C (2.465, -2.502, -2.641)
C (3.814, -1.570, -2.707)
C (3.555, 0.045, -2.661)
C (4.984, 0.749, -3.170)
N (6.112, 1.329, -3.479)
C (3.259, 0.670, -1.176)
C (4.009, -0.096, 0.067)
N (4.782, -0.720, 0.909)
C (2.399, 0.602, -3.680)
C (2.042, 2.217, -3.428)
C (1.574, 2.994, -4.794)
C (0.268, 2.349, -5.548)
O (0.093, 1.063, -5.878)
O (-0.836, 3.276, -5.968)
H (-0.682, 6.814, 2.781)
H (-1.065, 6.476, 0.966)
H (0.043, 5.224, 1.907)
H (-4.101, 4.981, 1.926)
H (-2.994, 5.562, 0.513)
H (-3.422, 2.556, 1.695)
H (-3.580, 3.185, -0.077)
H (-1.044, 3.260, -0.457)
H (-0.631, 3.002, 1.398)
H (-2.601, 0.726, 0.717)
H (-0.668, 0.586, 0.944)
H (-0.301, 0.846, -1.542)
H (-2.111, 1.378, -1.959)
H (-2.820, -0.999, -2.043)
H (-2.107, -1.266, -0.236)
H (-1.031, -2.902, -2.261)
H (-0.253, -1.272, -2.881)
H (0.743, -0.782, -0.392)
H (0.038, -2.431, 0.185)
H (2.708, -2.527, -0.350)
H (1.592, -3.901, -0.996)
H (1.691, -2.097, -3.427)
H (2.792, -3.576, -3.047)
H (4.564, -1.983, -1.909)
H (4.315, -1.795, -3.767)
H (2.094, 0.822, -0.980)
H (3.703, 1.779, -1.191)
H (2.849, 0.577, -4.786)
H (1.369, 0.049, -3.620)
H (1.218, 2.240, -2.565)
H (3.008, 2.747, -3.034)
H (2.493, 3.156, -5.529)
H (1.258, 4.094, -4.455)
H (-0.933, 4.003, -5.285)
Br (-1.468, -0.273, 6.117)
C (-1.139, 0.934, 4.620)
C (-1.861, 2.248, 4.809)
Br (-3.764, 2.068, 4.418)
H (-1.433, 0.403, 3.711)
H (-0.056, 1.088, 4.612)
H (-1.496, 2.994, 4.098)
H (-1.780, 2.647, 5.824)
Br (0.534, -3.071, -7.541)
C (0.864, -1.863, -9.037)
C (0.141, -0.550, -8.849)
Br (-1.762, -0.729, -9.239)
H (0.570, -2.395, -9.946)
H (1.946, -1.710, -9.045)
H (0.507, 0.197, -9.559)
H (0.222, -0.150, -7.834)
Br (0.126, -4.850, 10.108)
C (0.455, -3.642, 8.612)
C (-0.267, -2.329, 8.800)
Br (-2.171, -2.508, 8.410)
H (0.161, -4.174, 7.703)
H (1.537, -3.489, 8.604)
H (0.098, -1.582, 8.090)
H (-0.187, -1.929, 9.815)
Br (3.953, 1.048, 6.291)
C (4.506, 0.815, 4.434)
C (4.187, 2.041, 3.611)
Br (2.286, 2.121, 3.175)
H (4.020, -0.094, 4.068)
H (5.586, 0.652, 4.478)
H (4.697, 2.001, 2.645)
H (4.438, 2.980, 4.113)
Br (-3.841, -5.725, 7.478)
C (-3.007, -7.270, 8.327)
C (-1.576, -7.436, 7.874)
Br (-1.488, -8.206, 6.083)
H (-3.637, -8.136, 8.104)
H (-3.049, -7.062, 9.400)
H (-1.048, -8.149, 8.514)
H (-1.016, -6.497, 7.844)
Br (-6.117, 1.912, -6.575)
C (-4.494, 0.831, -6.608)
C (-4.386, -0.031, -5.372)
Br (-3.815, 1.018, -3.829)
H (-3.654, 1.519, -6.733)
H (-4.585, 0.209, -7.503)
H (-3.612, -0.793, -5.498)
H (-5.327, -0.517, -5.096)

Results
**Net charge**: 0
**SMILES**: COCCCCCCCCCCC[C@](C#N)(CC#N)CCCC(=O)O.BrCCBr.BrCCBr.BrCCBr.BrCCBr.BrCCBr.BrCCBr
**Orbital gap**: 9.4 eV

Löwdin population analysis, charges in e, atoms 1 to 99: C -0.126; O -0.262; C -0.218; C -0.191; C -0.196; C -0.210; C -0.222; C -0.204; C -0.199; C -0.212; C -0.195; C -0.189; C -0.158; C -0.362; C -0.098; N 0.088; C -0.121; C -0.119; N 0.094; C -0.136; C -0.181; C -0.100; C -0.241; O -0.033; O -0.018; H 0.107; H 0.095; H 0.091; H 0.136; H 0.120; H 0.048; H 0.130; H 0.116; H 0.083; H 0.114; H 0.109; H 0.082; H 0.016; H 0.071; H 0.104; H 0.120; H 0.094; H 0.082; H 0.127; H 0.096; H 0.122; H 0.094; H 0.126; H 0.124; H 0.136; H 0.112; H 0.131; H 0.146; H 0.102; H 0.111; H 0.112; H 0.150; H 0.128; H 0.112; Br 0.643; C -0.693; C -0.666; Br 0.641; H 0.046; H -0.001; H 0.042; H 0.058; Br 0.588; C -0.694; C -0.689; Br 0.606; H 0.052; H 0.058; H 0.061; H 0.016; Br 0.620; C -0.677; C -0.689; Br 0.556; H 0.053; H 0.060; H 0.007; H 0.057; Br 0.598; C -0.701; C -0.687; Br 0.604; H 0.050; H 0.061; H 0.047; H 0.054; Br 0.583; C -0.686; C -0.716; Br 0.596; H 0.052; H 0.058; H 0.059; H 0.005



C32H59FeN4OP2S | ωB97M-V/def2-TZVPD

Element x y z (Å)
C (2.420, -1.237, -1.275)
C (1.389, 0.601, -2.315)
C (3.386, -1.288, -2.275)
C (2.268, 0.531, -3.387)
C (3.292, -0.423, -3.360)
H (4.169, -2.041, -2.190)
H (2.130, 1.220, -4.222)
H (3.998, -0.483, -4.186)
N (1.500, -0.250, -1.259)
P (0.567, -2.411, 0.454)
P (-0.050, 2.206, -0.486)
C (2.313, -2.295, -0.184)
H (2.665, -3.277, -0.548)
H (2.969, -2.018, 0.660)
C (-1.060, -0.152, 1.715)
O (-2.096, -0.673, 2.106)
C (0.170, 1.494, -2.259)
H (0.217, 2.296, -2.999)
C (-1.636, 3.261, -0.567)
C (1.428, 3.354, -0.206)
C (-0.362, -3.497, -0.795)
C (0.763, -3.307, 2.102)
C (-2.791, 2.439, 0.032)
H (-2.658, 2.287, 1.111)
H (-3.729, 2.996, -0.124)
H (-2.894, 1.454, -0.441)
C (-1.523, 4.555, 0.252)
H (-1.301, 4.356, 1.307)
H (-0.783, 5.251, -0.158)
H (-2.498, 5.065, 0.215)
C (-1.975, 3.627, -2.020)
H (-2.827, 4.326, -2.016)
H (-1.153, 4.134, -2.540)
H (-2.279, 2.743, -2.596)
C (1.372, 3.959, 1.217)
H (0.845, 3.295, 1.915)
H (2.393, 4.079, 1.605)
H (0.897, 4.945, 1.241)
C (2.730, 2.540, -0.293)
H (2.710, 1.665, 0.370)
H (2.947, 2.206, -1.313)
H (3.562, 3.182, 0.032)
C (1.438, 4.461, -1.287)
H (0.781, 4.272, -2.146)
H (1.174, 5.437, -0.862)
H (2.456, 4.554, -1.691)
C (-0.633, -3.539, 2.694)
H (-0.518, -4.034, 3.669)
H (-1.180, -2.601, 2.849)
H (-1.255, -4.190, 2.065)
C (1.585, -2.395, 3.028)
H (2.582, -2.194, 2.618)
H (1.082, -1.439, 3.220)
H (1.733, -2.901, 3.996)
C (1.503, -4.648, 1.967)
H (2.347, -4.600, 1.267)
H (1.904, -4.907, 2.956)
H (0.839, -5.467, 1.678)
C (0.089, -3.153, -2.219)
H (1.142, -3.401, -2.404)
H (-0.526, -3.729, -2.927)
H (-0.064, -2.089, -2.440)
C (-1.868, -3.169, -0.645)
H (-2.162, -2.367, -1.339)
H (-2.461, -4.070, -0.872)
H (-2.144, -2.820, 0.361)
C (-0.101, -4.996, -0.601)
H (0.971, -5.235, -0.619)
H (-0.560, -5.394, 0.310)
H (-0.559, -5.530, -1.448)
Fe (-0.080, -0.213, 0.024)
N (-1.356, -0.182, -1.404)
C (-1.098, 0.520, -2.418)
C (-1.825, 0.419, -3.790)
C (-1.333, 1.456, -4.797)
C (-1.506, -0.954, -4.377)
C (-3.354, 0.549, -3.612)
H (-1.533, 2.483, -4.468)
H (-0.260, 1.330, -4.994)
H (-1.880, 1.292, -5.736)
H (-1.860, -1.758, -3.720)
H (-2.010, -1.056, -5.348)
H (-0.424, -1.068, -4.533)
H (-3.760, 1.241, -4.364)
H (-3.828, -0.429, -3.769)
H (-3.653, 0.906, -2.620)
C (1.276, 1.084, 6.276)
N (1.152, 0.847, 4.835)
C (-0.015, 0.564, 4.218)
S (-0.279, 1.270, 2.610)
N (-0.986, -0.176, 4.741)
C (-1.070, -0.690, 6.099)
H (1.392, 0.146, 6.825)
H (0.397, 1.624, 6.643)
H (2.159, 1.694, 6.471)
H (1.818, 1.342, 4.241)
H (-1.801, -0.307, 4.130)
H (-1.957, -1.325, 6.151)
H (-0.204, -1.309, 6.367)
H (-1.203, 0.126, 6.821)

Results
**Spin multiplicity**: 5
**Net charge**: +1
**<S²>**: 6.056
**Orbital gap (alpha / beta)**: 6.2 / 7.8 eV

Löwdin population analysis, charges in e, atoms 1 to 99: C -0.305; C -0.290; C -0.015; C -0.011; C -0.021; H 0.123; H 0.123; H 0.119; N 0.020; P 1.103; P 1.139; C -0.235; H 0.092; H 0.088; C -0.709; O -0.086; C -0.262; H 0.087; C -0.639; C -0.650; C -0.641; C -0.663; C -0.097; H 0.064; H 0.097; H 0.056; C -0.088; H 0.077; H 0.067; H 0.098; C -0.078; H 0.102; H 0.073; H 0.052; C -0.116; H -0.018; H 0.084; H 0.069; C -0.101; H 0.075; H 0.071; H 0.092; C -0.073; H 0.053; H 0.077; H 0.087; C -0.080; H 0.095; H 0.051; H 0.079; C -0.088; H 0.073; H 0.045; H 0.095; C -0.089; H 0.076; H 0.089; H 0.066; C -0.096; H 0.084; H 0.102; H 0.041; C -0.088; H 0.050; H 0.092; H 0.060; C -0.097; H 0.080; H 0.068; H 0.094; Fe 0.341; N 0.031; C -0.358; C -0.537; C -0.062; C -0.057; C -0.031; H 0.073; H 0.077; H 0.097; H 0.071; H 0.098; H 0.087; H 0.087; H 0.085; H 0.069; C -0.058; N -0.017; C -0.612; S 0.941; N 0.012; C -0.046; H 0.082; H 0.093; H 0.098; H 0.132; H 0.122; H 0.101; H 0.094



C32H59N4OP2SW | ωB97M-V/def2-TZVPD

Element x y z (Å)
C (-0.590, -2.394, -1.646)
C (1.621, -2.414, -0.778)
C (-0.370, -3.586, -2.317)
C (1.804, -3.706, -1.327)
C (0.827, -4.274, -2.116)
H (-1.160, -3.964, -2.962)
H (2.770, -4.178, -1.152)
H (0.977, -5.244, -2.582)
N (0.378, -1.794, -0.909)
P (-2.386, -0.785, -0.209)
P (2.526, 0.059, 0.085)
C (-1.921, -1.679, -1.758)
H (-1.898, -0.968, -2.598)
H (-2.714, -2.404, -1.985)
C (0.380, 1.812, 1.059)
O (0.519, 2.843, 1.632)
C (2.648, -1.690, -0.152)
H (3.564, -2.230, 0.096)
C (3.343, 0.882, -1.434)
C (3.608, 0.358, 1.616)
C (-3.696, 0.522, -0.677)
C (-3.112, -2.209, 0.834)
C (2.909, 2.354, -1.450)
H (3.249, 2.904, -0.565)
H (3.337, 2.844, -2.338)
H (1.816, 2.449, -1.509)
C (4.869, 0.750, -1.382)
H (5.322, 1.305, -0.556)
H (5.178, -0.301, -1.333)
H (5.294, 1.165, -2.309)
C (2.865, 0.197, -2.720)
H (3.343, 0.692, -3.582)
H (3.139, -0.865, -2.750)
H (1.779, 0.283, -2.854)
C (3.852, 1.866, 1.780)
H (2.915, 2.437, 1.760)
H (4.315, 2.034, 2.763)
H (4.534, 2.280, 1.029)
C (2.853, -0.157, 2.846)
H (1.969, 0.446, 3.082)
H (2.537, -1.202, 2.734)
H (3.526, -0.094, 3.715)
C (4.931, -0.421, 1.575)
H (5.597, -0.150, 0.754)
H (5.473, -0.213, 2.509)
H (4.756, -1.499, 1.531)
C (-3.589, -1.680, 2.196)
H (-4.100, -2.504, 2.718)
H (-2.744, -1.364, 2.821)
H (-4.281, -0.836, 2.114)
C (-2.018, -3.268, 1.054)
H (-1.800, -3.838, 0.142)
H (-1.080, -2.831, 1.419)
H (-2.355, -3.971, 1.831)
C (-4.306, -2.899, 0.149)
H (-4.480, -3.857, 0.664)
H (-5.229, -2.319, 0.246)
H (-4.141, -3.121, -0.911)
C (-3.673, 0.751, -2.190)
H (-3.992, -0.135, -2.755)
H (-4.359, 1.576, -2.442)
H (-2.677, 1.047, -2.536)
C (-3.297, 1.817, 0.046)
H (-2.335, 2.210, -0.313)
H (-4.066, 2.580, -0.146)
H (-3.223, 1.673, 1.133)
C (-5.130, 0.144, -0.284)
H (-5.488, -0.727, -0.844)
H (-5.249, -0.027, 0.790)
H (-5.786, 0.989, -0.548)
W (0.072, 0.105, 0.089)
N (-0.332, 1.058, -1.620)
C (-0.396, 1.604, -2.665)
C (-0.410, 2.515, -3.891)
C (0.722, 2.107, -4.833)
C (-1.735, 2.381, -4.645)
C (-0.232, 3.973, -3.470)
H (1.703, 2.294, -4.375)
H (0.635, 1.046, -5.104)
H (0.670, 2.695, -5.761)
H (-2.569, 2.788, -4.057)
H (-1.685, 2.955, -5.583)
H (-1.936, 1.333, -4.908)
H (-0.282, 4.620, -4.357)
H (-1.032, 4.285, -2.784)
H (0.744, 4.135, -2.993)
C (0.622, -1.341, 6.083)
N (-0.044, -1.324, 4.775)
C (-0.225, -0.246, 3.999)
S (-0.561, -0.573, 2.256)
N (-0.320, 0.998, 4.475)
C (-0.750, 1.350, 5.828)
H (-0.113, -1.184, 6.882)
H (1.430, -0.596, 6.132)
H (1.046, -2.340, 6.218)
H (-0.066, -2.206, 4.256)
H (-0.448, 1.724, 3.765)
H (0.114, 1.691, 6.408)
H (-1.462, 2.179, 5.752)
H (-1.235, 0.503, 6.328)

Results
**Spin multiplicity**: 3
**Net charge**: +3
**<S²>**: 2.218
**Orbital gap (alpha / beta)**: 6.2 / 5.6 eV

Löwdin population analysis, charges in e, atoms 1 to 99: C -0.310; C -0.309; C 0.022; C 0.035; C 0.018; H 0.142; H 0.140; H 0.140; N -0.061; P 1.045; P 1.013; C -0.258; H 0.085; H 0.091; C -0.369; O 0.082; C -0.144; H 0.098; C -0.634; C -0.644; C -0.652; C -0.661; C -0.077; H 0.078; H 0.110; H 0.045; C -0.068; H 0.073; H 0.096; H 0.113; C -0.084; H 0.107; H 0.092; H 0.044; C -0.066; H 0.063; H 0.112; H 0.078; C -0.114; H 0.038; H 0.082; H 0.109; C -0.065; H 0.067; H 0.113; H 0.079; C -0.100; H 0.111; H 0.011; H 0.069; C -0.104; H 0.085; H 0.008; H 0.110; C -0.064; H 0.111; H 0.074; H 0.079; C -0.094; H 0.101; H 0.115; H 0.022; C -0.101; H 0.049; H 0.106; H 0.084; C -0.073; H 0.085; H 0.072; H 0.111; W 0.935; N 0.004; C 0.017; C -0.559; C -0.031; C -0.036; C -0.015; H 0.078; H 0.105; H 0.118; H 0.093; H 0.117; H 0.102; H 0.120; H 0.104; H 0.090; C -0.023; N 0.007; C -0.599; S 0.712; N 0.015; C -0.017; H 0.097; H 0.109; H 0.110; H 0.144; H 0.129; H 0.108; H 0.112



C32H60BN6O11 | ωB97M-V/def2-TZVPD

Element x y z (Å)
C (2.792, -1.784, 5.121)
C (1.355, -2.331, 5.527)
O (1.230, -3.696, 5.048)
B (0.117, -3.850, 4.197)
O (-1.102, -4.237, 4.796)
N (0.306, -3.570, 2.739)
C (-0.539, -4.218, 1.788)
N (-1.412, -5.213, 1.996)
N (-0.200, -3.612, 0.558)
C (0.691, -2.434, 0.793)
C (2.227, -2.878, 0.894)
C (2.506, -4.386, 0.588)
O (2.387, -4.693, -0.825)
C (0.687, -1.251, -0.230)
C (1.433, 0.043, 0.274)
C (2.198, 0.806, -0.881)
O (1.590, 1.518, -1.633)
N (3.662, 0.697, -1.047)
C (4.201, 1.329, 0.179)
C (5.170, 0.583, 0.979)
C (5.646, 1.230, 2.210)
C (5.153, 2.553, 2.621)
C (4.208, 3.246, 1.762)
C (3.694, 2.658, 0.520)
C (0.279, -2.163, 2.281)
C (-0.972, -1.256, 2.599)
C (-2.051, -1.221, 1.473)
O (-2.699, -2.154, 1.098)
O (-2.292, 0.054, 0.885)
C (-3.100, 0.816, 1.787)
C (-4.578, 1.056, 1.314)
O (-2.716, 1.237, 2.834)
H (3.166, -1.030, 5.863)
H (2.784, -1.281, 4.110)
H (3.529, -2.625, 5.037)
H (1.323, -2.377, 6.650)
H (0.581, -1.623, 5.129)
H (-1.104, -5.209, 4.878)
H (-1.023, -6.109, 2.296)
H (-2.422, -5.136, 1.904)
H (-0.977, -3.465, -0.094)
H (2.807, -2.287, 0.131)
H (2.684, -2.644, 1.887)
H (3.591, -4.575, 0.849)
H (1.912, -5.113, 1.198)
H (3.033, -5.412, -0.950)
H (-0.357, -0.990, -0.547)
H (1.213, -1.589, -1.171)
H (0.632, 0.767, 0.603)
H (2.091, -0.128, 1.166)
H (3.910, -0.295, -0.941)
H (5.527, -0.425, 0.672)
H (6.395, 0.664, 2.812)
H (5.525, 2.982, 3.579)
H (3.835, 4.263, 2.028)
H (2.951, 3.209, -0.110)
H (1.089, -1.653, 2.870)
H (-1.509, -1.515, 3.553)
H (-0.586, -0.210, 2.754)
H (-4.837, 2.141, 1.243)
H (-5.225, 0.491, 2.035)
H (-4.698, 0.613, 0.286)
C (2.197, 9.783, -2.496)
O (1.328, 9.444, -1.426)
C (0.017, 9.087, -1.860)
C (-0.249, 7.615, -1.576)
N (0.547, 6.760, -2.454)
C (0.529, 5.348, -2.074)
C (1.163, 4.973, -0.731)
O (2.573, 5.165, -0.684)
C (2.981, 6.477, -0.322)
H (3.132, 10.146, -2.068)
H (2.416, 8.909, -3.116)
H (1.767, 10.578, -3.111)
H (-0.147, 9.328, -2.915)
H (-0.684, 9.688, -1.272)
H (-1.311, 7.404, -1.736)
H (-0.014, 7.432, -0.522)
H (1.508, 7.081, -2.442)
H (1.066, 4.808, -2.858)
H (-0.504, 4.987, -2.097)
H (1.006, 3.898, -0.592)
H (0.673, 5.460, 0.120)
H (2.276, 6.959, 0.360)
H (3.129, 7.090, -1.213)
H (3.947, 6.399, 0.181)
C (-5.426, -6.493, -3.036)
O (-5.664, -5.215, -2.465)
C (-4.846, -4.945, -1.332)
C (-3.872, -3.816, -1.640)
N (-2.847, -4.248, -2.589)
C (-2.033, -3.150, -3.115)
C (-2.739, -2.103, -3.983)
O (-3.203, -2.606, -5.223)
C (-4.493, -3.197, -5.181)
H (-6.166, -6.655, -3.819)
H (-4.430, -6.544, -3.484)
H (-5.537, -7.282, -2.286)
H (-4.323, -5.840, -0.979)
H (-5.517, -4.618, -0.531)
H (-3.388, -3.493, -0.714)
H (-4.452, -2.976, -2.038)
H (-3.295, -4.715, -3.368)
H (-1.247, -3.609, -3.720)
H (-1.533, -2.646, -2.278)
H (-1.995, -1.340, -4.234)
H (-3.537, -1.577, -3.447)
H (-5.140, -2.734, -4.431)
H (-4.415, -4.273, -5.005)
H (-4.954, -3.062, -6.162)

Results
**Net charge**: +1
**Orbital gap**: 6.0 eV

Löwdin population analysis, charges in e, atoms 1 to 99: C -0.058; C -0.195; O 0.045; B -0.595; O 0.157; N 0.173; C -0.222; N 0.208; N 0.216; C -0.311; C -0.076; C -0.233; O -0.079; C -0.092; C -0.068; C -0.427; O 0.119; N 0.089; C -0.239; C -0.034; C -0.078; C -0.083; C -0.056; C 0.006; C -0.189; C 0.020; C -0.391; O 0.141; O 0.036; C -0.430; C 0.033; O 0.150; H 0.088; H 0.059; H 0.091; H 0.138; H 0.118; H 0.121; H 0.146; H 0.145; H 0.142; H 0.120; H 0.122; H 0.134; H 0.109; H 0.095; H 0.115; H 0.143; H 0.129; H 0.119; H 0.102; H 0.102; H 0.095; H 0.098; H 0.102; H 0.087; H 0.128; H 0.154; H 0.139; H 0.101; H 0.104; H 0.091; C -0.113; O -0.199; C -0.212; C -0.212; N -0.050; C -0.191; C -0.219; O -0.221; C -0.082; H 0.089; H 0.079; H 0.089; H 0.123; H 0.121; H 0.122; H 0.103; H 0.069; H 0.123; H 0.119; H 0.096; H 0.114; H 0.093; H 0.075; H 0.088; C -0.106; O -0.191; C -0.218; C -0.211; N -0.049; C -0.193; C -0.222; O -0.169; C -0.091; H 0.093; H 0.080; H 0.088; H 0.117